Entry 1:
18
Properties=species:S:1:pos:R:3 method="wB97M-V/def2-TZVPD" energy_ha=-530.504734 smiles="N#C[C@H](NC=O)[C@@H](O)CO" gap_ev=10.656 relative_energy_kcal_mol=45.5 multiplicity=1
N 0.20592 1.58450 -1.38280
C 0.68448 0.83337 -0.64834
C 1.27692 -0.16085 0.27229
N 1.55914 -1.39239 -0.43848
C 2.28917 -2.32859 0.18932
O 2.32582 -2.35284 1.41832
C 0.42874 -0.41180 1.54020
O 0.31392 0.96917 2.29950
C -1.01911 -0.80967 1.27849
O -1.83936 -0.42959 2.34866
H 2.23846 0.24884 0.61686
H 1.12611 -1.62885 -1.32278
H 2.54772 -3.20505 -0.42859
H 0.81901 -0.99791 2.38200
H 1.01699 1.01011 2.95278
H -1.42139 -0.37302 0.34527
H -1.06429 -1.90180 1.15359
H -1.42189 0.42775 2.76754

=====

Entry 2:
18
Properties=species:S:1:pos:R:3 method="wB97M-V/def2-TZVPD" energy_ha=-530.477677 smiles="O=c1cc[nH]c(=O)[nH]1.CO" gap_ev=9.824 relative_energy_kcal_mol=62.5 multiplicity=1
O -1.14743 2.34524 0.74712
C -1.45664 1.25351 0.38252
C -2.87313 1.00119 -0.42297
C -3.16372 -0.27395 -0.80886
N -2.24466 -1.34549 -0.67101
C -1.56249 -1.23359 0.51590
O -1.25315 -2.11479 1.30802
N -1.04602 0.02488 0.77148
H -3.65629 1.84631 -0.55701
H -3.95172 -0.40696 -1.55338
H -2.44061 -2.31958 -1.07773
H -0.59343 -0.06212 1.74167
C 4.35618 0.54237 -0.09503
O 4.50922 -0.82812 -0.30060
H 4.70549 1.26310 -0.85572
H 3.27863 0.78495 0.03523
H 5.06499 0.76762 0.71173
H 3.47480 -1.24457 0.12864

=====

Entry 3:
20
Properties=species:S:1:pos:R:3 method="wB97M-V/def2-TZVPD" energy_ha=-1326.677219 gap_ev=8.403 relative_energy_kcal_mol=61.9 multiplicity=1
C 0.22349 -0.22043 -0.18520
C -1.05407 -0.40121 0.02347
C -0.30669 2.07348 -0.62118
C 1.98427 1.19966 -0.97761
C 0.56017 -2.38598 1.49455
N 0.56454 0.94730 -0.63173
N -1.95752 -1.40101 -0.16846
O -1.57228 -2.45319 -0.60059
O -3.18731 -1.10015 -0.03751
O -2.11898 1.79711 1.48413
S 1.36922 -1.47787 0.13037
S -2.06631 1.58287 0.04427
H 0.04169 3.06682 -0.04197
H -0.52519 2.46089 -1.67564
H 2.06069 1.95533 -1.76824
H 2.62922 1.67124 -0.20076
H 2.47256 0.24954 -1.21173
H 1.24834 -2.74552 2.22845
H -0.11524 -3.14492 1.03680
H -0.25061 -1.67396 1.67860

=====

Entry 4:
16
Properties=species:S:1:pos:R:3 method="wB97M-V/def2-TZVPD" energy_ha=-702.764421 gap_ev=7.486 relative_energy_kcal_mol=166.7 multiplicity=1
C 0.35345 1.96482 -0.03609
C -0.20881 0.61683 0.11973
C 2.37548 -1.69236 -0.29336
C -1.53938 0.58243 -0.12110
C -2.26697 -0.60948 0.18397
H 0.68166 2.24197 1.10999
H -0.80139 2.47495 -0.43287
H 1.21622 2.12044 -0.74967
H 0.20040 -1.42406 0.65705
H 1.79602 -2.61145 -0.48648
H 3.49701 -1.89691 -0.57084
H -2.14014 1.55872 -0.83146
H -1.64332 -1.58144 1.21327
N 0.57099 -0.51018 0.38419
N 1.82453 -0.50009 -0.02454
S -3.91575 -0.73419 -0.12181

=====

Entry 5:
16
Properties=species:S:1:pos:R:3 method="wB97M-V/def2-TZVPD" energy_ha=-359.150805 charge=+1 gap_ev="8.173 / 8.173" relative_energy_kcal_mol=128.0 multiplicity=1
C -0.22900 0.06871 1.88206
C -0.94696 1.05173 -0.63490
C 0.87526 -0.90908 -0.39311
C -0.55146 -1.19245 -0.70669
C 1.10845 0.49021 0.12713
N -1.15598 -0.24099 1.19683
N -1.33082 -0.14040 -0.12660
N 0.29292 1.47068 -0.37906
H 0.09533 0.17398 2.92579
H -1.60995 1.78475 -1.08371
H 1.44471 -1.52943 0.34982
H 1.45459 -0.88771 -1.30572
H -0.89061 -1.24676 -1.81359
H -1.08887 -2.07039 -0.34779
H 1.99147 0.74663 0.69073
H 0.54091 2.43051 -0.38117

=====

Entry 6:
16
Properties=species:S:1:pos:R:3 method="wB97M-V/def2-TZVPD" energy_ha=-359.120408 charge=+1 gap_ev="7.651 / 7.652" relative_energy_kcal_mol=147.1 multiplicity=1
C -1.61649 -1.08703 0.07984
C -0.39945 0.93629 -0.01766
C 0.91153 1.57688 0.05129
C 1.80920 0.32502 -0.17267
C 0.91712 -0.94974 0.05282
N -2.65387 0.94564 -0.01779
N -2.67537 -0.29733 -0.02796
N -0.43558 -0.36294 0.08842
H -1.77775 -2.11371 -0.25552
H 1.20311 2.51656 -0.36615
H 1.12546 1.66182 1.07733
H 2.44190 0.17168 -1.04868
H 2.49750 0.45588 0.66113
H 0.90784 -1.61942 -0.79751
H 1.25489 -1.30385 0.97669
H -3.51003 -0.85575 -0.28358

=====

Entry 7:
16
Properties=species:S:1:pos:R:3 method="wB97M-V/def2-TZVPD" energy_ha=-359.253695 smiles=CN[n+]1cccnc1 charge=+1 gap_ev=8.846 relative_energy_kcal_mol=63.4 multiplicity=1
C 2.04995 0.28492 0.21398
N 1.01660 -0.48617 -0.21188
N -0.24453 -0.10783 0.03649
C -1.18618 -1.05106 0.22222
C -2.56077 -0.62194 0.25262
C -2.81680 0.71900 -0.07045
N -1.80977 1.61236 -0.14643
C -0.60561 1.21393 -0.06282
H 2.27798 0.19421 1.35408
H 3.02178 0.06096 -0.20866
H 1.70380 1.35805 0.10065
H 1.29056 -1.50153 -0.30272
H -0.80769 -2.07529 0.11134
H -3.37681 -1.26946 0.48856
H -3.77629 1.11033 -0.13171
H 0.09279 1.97353 -0.07601

=====

Entry 8:
16
Properties=species:S:1:pos:R:3 method="wB97M-V/def2-TZVPD" energy_ha=-359.265419 smiles="C[C@@H]1NC=[NH+][C@H]1C#N" charge=+1 gap_ev=10.992 relative_energy_kcal_mol=56.1 multiplicity=1
C 0.68020 1.44982 0.07851
C -0.34910 0.33340 0.45077
N 0.24589 -0.96994 0.85939
C -0.39440 -1.95196 0.25437
N -1.39202 -1.53512 -0.56662
C -1.32974 -0.10794 -0.66014
C -2.86003 0.66198 -0.18403
N -3.66027 1.34767 0.26351
H 0.39126 2.14598 -0.75511
H 1.49749 0.76681 -0.28843
H 0.94217 1.99900 0.88178
H -0.99845 0.71708 1.28848
H 1.07595 -1.18295 1.42709
H 0.02512 -2.98477 0.48452
H -2.01773 -2.07378 -1.14864
H -0.85418 0.19115 -1.59240

=====

Entry 9:
16
Properties=species:S:1:pos:R:3 method="wB97M-V/def2-TZVPD" energy_ha=-359.178996 smiles="[H]/N=C1/C[C@@H]1N=C=[NH+]C" charge=+1 gap_ev="8.264 / 8.265" relative_energy_kcal_mol=110.3 multiplicity=1
H -2.10080 2.44719 1.70715
N -2.32124 2.26037 0.74088
C -1.39995 2.00949 -0.00769
C -1.14318 1.62714 -1.33592
C 0.01182 1.47746 -0.26982
N 0.46560 0.39264 0.30993
C 0.18528 -0.70793 0.74299
N 0.57463 -1.93713 0.91598
C 1.57287 -2.48443 0.06567
H -0.99201 2.31604 -2.07793
H -1.63240 0.78400 -1.74555
H 0.73997 2.35201 -0.21190
H 0.28360 -2.43941 1.82128
H 1.49682 -3.50874 -0.41176
H 2.55549 -2.62537 0.58329
H 1.70350 -1.96334 -0.82660

=====

Entry 10:
16
Properties=species:S:1:pos:R:3 method="wB97M-V/def2-TZVPD" energy_ha=-359.238649 charge=+1 gap_ev="7.753 / 7.752" relative_energy_kcal_mol=72.9 multiplicity=1
C -0.50758 1.33578 0.02911
C -1.81000 0.93334 0.09451
C -1.24326 -1.30311 0.08638
C 0.64078 0.54034 0.02762
C 0.63422 -0.86279 -0.09063
N -2.12592 -0.35078 -0.07039
N 1.88440 1.15764 -0.18817
N 1.58681 -1.77486 0.09477
H -0.35537 2.36391 0.04691
H -2.54776 1.71872 0.01573
H -1.41972 -2.30296 0.33770
H -3.20713 -0.44744 -0.10911
H 1.91973 2.19301 -0.20380
H 2.71112 0.74967 0.06240
H 1.35211 -2.63673 -0.19476
H 2.48759 -1.31374 0.06173

=====

Entry 11:
17
Properties=species:S:1:pos:R:3 method="wB97M-V/def2-TZVPD" energy_ha=-434.443607 charge=+1 gap_ev=9.193 relative_energy_kcal_mol=95.7 multiplicity=1
C 1.67836 0.38736 -0.25875
C 0.99435 1.57049 -0.17553
C -0.34608 -0.14962 0.22370
C -2.41943 -1.06916 -0.24757
C 1.25033 -1.98552 0.13373
N 0.85088 -0.63473 -0.09502
N -0.30606 1.17363 0.11154
N -1.37346 2.06570 0.41783
O -3.19777 -0.25675 -0.31835
H 2.65239 0.03837 -0.64131
H 1.27269 2.64513 -0.41236
H -2.19583 -2.08940 -0.29663
H 1.30169 -2.09145 1.29174
H 0.43067 -2.67773 -0.23816
H 2.14220 -2.18732 -0.37440
H -1.50544 2.72756 -0.36655
H -1.22949 2.53345 1.24607

=====

Entry 12:
19
Properties=species:S:1:pos:R:3 method="wB97M-V/def2-TZVPD" energy_ha=-585.002575 charge=+1 gap_ev=8.057 relative_energy_kcal_mol=53.1 multiplicity=1
C 0.05533 -1.91363 -0.06769
C 1.21723 0.11843 0.53872
C -0.30376 1.90292 -0.19596
C -1.12227 -1.04855 -0.21676
C 0.57844 3.16543 0.09432
N 0.33331 0.66594 -0.28394
N 1.13420 -1.38006 0.47406
N -0.11465 -3.17918 -0.31808
O 2.00752 0.67270 1.25802
O -1.47908 1.84212 -0.51676
O -1.89640 -1.09895 -1.23297
H -1.41960 -0.60714 0.72038
H 0.65213 3.17224 1.20930
H -0.10432 4.00702 -0.07444
H 1.54347 3.33418 -0.28406
H 1.98840 -1.78498 0.70657
H -1.00606 -3.48901 -0.25886
H 0.64896 -3.79514 -0.36111
H -2.71287 -0.58431 -1.19073

=====

Entry 13:
21
Properties=species:S:1:pos:R:3 method="wB97M-V/def2-TZVPD" energy_ha=-1058.575929 charge=-1 gap_ev=6.814 relative_energy_kcal_mol=34.1 multiplicity=1
C -1.91783 -0.45715 -0.44604
C -2.45649 0.82304 -0.31699
C 0.21028 0.63925 0.36910
C 2.83236 -0.52131 -0.64039
C 2.44356 -0.00561 0.76952
N -1.86647 1.89941 0.01270
N -0.56729 1.69570 0.53757
N -3.82376 0.86851 -0.65699
O -2.69131 -1.63807 -0.04684
O -0.19625 -2.43797 0.34231
O 3.05939 -1.83611 -0.81568
O 1.51955 0.99328 0.77982
S -1.17736 -1.44626 0.76232
H 3.68829 -0.07872 -1.11703
H 2.02941 -0.07295 -1.33611
H 3.37637 0.38523 1.34667
H 2.02971 -0.87711 1.20141
H -0.12369 2.68310 0.79257
H -4.18522 -0.07339 -0.62464
H -4.37445 1.70379 -0.37921
H 2.19121 -2.24668 -0.53407

=====

Entry 14:
17
Properties=species:S:1:pos:R:3 method="wB97M-V/def2-TZVPD" energy_ha=-414.165690 gap_ev=8.217 relative_energy_kcal_mol=104.5 multiplicity=1
C 1.51855 0.06757 0.22795
C 0.64850 -1.18319 0.38229
C -1.80969 0.11284 -0.32607
C -0.63959 1.89280 0.18183
C 0.25599 0.76555 -0.06701
H 3.60442 0.55492 -0.13092
H 2.35732 0.41409 -1.44588
H 2.15001 0.25672 1.20799
H 0.36002 -1.29692 1.51577
H 1.24808 -2.27779 -0.09218
H -3.92420 -0.71689 0.10703
H -2.82286 -1.81998 -0.58616
H -0.36542 3.02154 0.12579
N 2.62776 0.04901 -0.54566
N -0.46716 -0.35875 -0.38060
N -2.91797 -0.85194 -0.13299
N -1.82376 1.37042 -0.04117